Here is a 7-piece molecular cluster, C55H61ClN5O13P2S overall at a distorted geometry from the OMol25 dataset. Energies are from wB97M-V/def2-TZVPD.

XYZ file:
```
138
Properties=species:S:1:pos:R:3
C 2.8104 0.6489 4.5714
C 2.1558 1.6406 4.3618
C 1.5293 2.8779 3.8437
N 1.3167 2.8136 2.3981
C 2.3363 3.0493 1.5868
P 4.0762 3.5693 1.9918
O 4.7798 2.4701 2.9612
Cl 5.0566 3.3338 0.1978
N 1.8722 2.8985 0.3435
C 0.5911 2.5826 0.4115
N -0.1904 2.3537 -0.6601
C 0.4735 2.5294 -1.9985
C 1.0999 1.2549 -2.6209
C 0.7668 -0.0789 -1.9335
C 1.6911 -1.2279 -2.4164
N 1.0362 -2.5418 -2.3117
P -1.8520 1.8990 -0.7210
S -2.2969 0.1359 -0.0921
N 0.2005 2.5408 1.7110
C -1.0303 2.2969 2.4658
C -0.9585 0.8994 3.1403
C -1.4531 0.9174 4.6214
C -2.7980 0.1631 4.8149
C -3.9520 1.0448 5.3742
C -4.9728 1.4390 4.2638
C -4.2964 2.4647 3.3118
C -5.1797 3.6833 2.9231
C -4.9008 4.0612 1.4491
C -6.0112 4.9496 0.8366
H 3.1849 -0.3272 4.7720
H 2.1989 3.7085 4.0922
H 0.6245 3.0297 4.4348
H 5.3932 2.9762 3.5127
H 1.1531 3.3798 -1.9747
H -0.3312 2.8245 -2.6779
H 2.1888 1.3151 -2.7296
H 0.7028 1.1722 -3.6381
H -0.2363 -0.3706 -2.2740
H 0.8111 -0.0566 -0.8416
H 2.5298 -1.2511 -1.7214
H 2.0653 -1.0387 -3.4293
H 0.0377 -2.4402 -2.1828
H 1.4303 -3.0521 -1.5335
H -2.2337 1.9960 -2.0787
H -2.5880 2.8952 -0.0460
H -1.0691 3.0445 3.2637
H -1.9555 2.4263 1.9142
H 0.0751 0.5332 3.1493
H -1.5387 0.1492 2.6065
H -0.7132 0.4325 5.2660
H -1.5400 1.9485 4.9897
H -3.1481 -0.3311 3.8999
H -2.6435 -0.6404 5.5380
H -4.5095 0.4873 6.1322
H -3.5376 1.9721 5.7839
H -5.9039 1.8230 4.6840
H -5.1437 0.5165 3.6993
H -4.0748 1.9292 2.3761
H -3.3538 2.8324 3.7288
H -4.8649 4.5514 3.5112
H -6.2406 3.4675 3.0707
H -4.8503 3.1594 0.8204
H -3.9156 4.5461 1.3686
H -6.8672 4.2980 0.6471
H -5.6293 5.3361 -0.1135
H -6.2831 5.7810 1.4896
C 7.0454 -1.7903 -1.7388
C 5.8848 -2.3406 -1.3921
C 4.9826 -1.6793 -0.4196
O 3.9241 -2.1814 -0.0977
C 5.4182 -0.3843 0.1485
C 6.5768 0.1651 -0.1961
C 7.4823 -0.4934 -1.1661
O 8.5404 0.0105 -1.4772
H 7.7201 -2.2568 -2.4451
H 5.5477 -3.2865 -1.7969
H 4.7454 0.0820 0.8576
H 6.9118 1.1085 0.2145
C -3.8875 -1.6122 -5.0740
C -4.0191 -2.9193 -5.2889
C -3.6237 -3.9152 -4.2653
O -3.7386 -5.1051 -4.4600
C -3.0748 -3.3997 -2.9873
C -2.9421 -2.0948 -2.7741
C -3.3397 -1.1003 -3.8016
O -3.2124 0.0970 -3.5971
H -4.1694 -0.8737 -5.8129
H -4.4147 -3.3158 -6.2140
H -2.7892 -4.1410 -2.2505
H -2.5380 -1.6915 -1.8573
C -0.5420 -4.7972 5.0720
C -0.6145 -3.4769 5.2148
C -0.7426 -2.8540 6.5541
O -0.8108 -1.6473 6.6827
C -0.7857 -3.7561 7.7287
C -0.7132 -5.0772 7.5882
C -0.5847 -5.7030 6.2484
O -0.5166 -6.9036 6.1178
H -0.4489 -5.2715 4.1032
H -0.5844 -2.8004 4.3692
H -0.8790 -3.2809 8.6969
H -0.7437 -5.7522 8.4339
C 0.1919 -4.2052 -5.3654
C 1.4229 -4.7034 -5.3100
C 2.1595 -5.0710 -6.5444
O 3.2812 -5.5265 -6.4956
C 1.4697 -4.8588 -7.8422
C 0.2377 -4.3592 -7.8964
C -0.4968 -3.9930 -6.6618
O -1.6194 -3.5326 -6.7060
H -0.3596 -3.9310 -4.4744
H 1.9401 -4.8623 -4.3723
H 2.0234 -5.1319 -8.7314
H -0.2816 -4.1972 -8.8324
C -6.5130 3.2517 -6.4680
C -6.1203 1.9909 -6.3102
C -5.7455 1.1516 -7.4738
O -5.3888 0.0003 -7.3284
C -5.8231 1.7694 -8.8188
C -6.2157 3.0307 -8.9776
C -6.5911 3.8722 -7.8142
O -6.9465 5.0209 -7.9561
H -6.7915 3.8807 -5.6320
H -6.0560 1.5210 -5.3365
H -5.5446 1.1398 -9.6542
H -6.2795 3.4993 -9.9513
C 8.9901 0.1481 2.5444
C 10.0067 0.7146 3.1897
C 10.0848 0.6948 4.6721
O 11.0070 1.2116 5.2605
C 8.9861 0.0169 5.4059
C 7.9702 -0.5492 4.7598
C 7.8923 -0.5287 3.2790
O 6.9647 -1.0470 2.6903
H 8.9179 0.1533 1.4636
H 10.8167 1.2118 2.6712
H 9.0612 0.0115 6.4860
H 7.1604 -1.0476 5.2778
```

Net charge: +1
Energy relative to the best compared isomer or geometry (same formula, charge and spin) in kJ/mol: 0.00
LUMO energy in eV: -3.338
Energy in eV: -134012.6332
Maximum force in eV/A: 3.29
HOMO in eV: -11.197

***

Here is C25H18F3MoN5O8S as an isolated structure at a distorted geometry from the OMol25 dataset. Energies are from wB97M-V/def2-TZVPD.

XYZ file:
```
61
Properties=species:S:1:pos:R:3
Mo 1.1721 -0.6383 -0.4793
N -3.9289 -6.6669 2.3470
C -2.8073 -5.8665 2.2430
C -2.1690 -5.6958 1.0055
C -1.0710 -4.8703 0.8885
C -0.6041 -4.1948 2.0082
C -1.2185 -4.3485 3.2416
C -2.3142 -5.1787 3.3603
S 0.8139 -3.1682 1.8851
O 1.2248 -2.8107 3.2111
O 1.7615 -3.7365 0.9702
N 0.3340 -1.7679 1.1280
C -0.2472 -0.7411 1.7696
N -1.1029 -0.7753 2.7836
C -1.5819 0.4022 3.1502
C -1.2730 1.6055 2.5106
C -0.3973 1.5547 1.4535
N 0.1526 0.3910 1.1253
H -4.0698 -7.3481 1.6207
H -4.1685 -6.9938 3.2675
H -2.5415 -6.2240 0.1337
H -0.5700 -4.7555 -0.0629
H -0.8340 -3.8080 4.0980
H -2.7983 -5.3003 4.3236
H -2.2669 0.3950 3.9917
H -1.7152 2.5363 2.8326
H -0.1071 2.4170 0.8683
F 0.2331 -1.6686 -3.0597
C 0.4358 -2.1371 -1.8127
F 1.3410 -3.1273 -1.9530
F -0.7153 -2.7151 -1.4501
O 4.5697 0.0957 -2.3949
C 3.7501 0.3537 -1.5794
O 2.9348 -0.5822 -1.0382
C 3.5899 1.7088 -0.9629
C 3.9040 2.8213 -1.7281
C 3.6552 4.0901 -1.2403
C 3.1122 4.2244 0.0272
C 2.8347 3.1279 0.8225
C 3.0735 1.8648 0.3171
N 2.8195 5.5642 0.5374
O 2.3706 5.6546 1.6628
O 3.0424 6.5094 -0.1889
H 4.3177 2.6740 -2.7176
H 3.8638 4.9752 -1.8245
H 2.4407 3.2787 1.8176
H 2.8726 1.0003 0.9329
O -1.1235 -0.0011 -1.1559
C -0.5433 0.9270 -1.7439
O 0.7363 0.9623 -1.6554
C -1.2067 2.0440 -2.4582
C -0.4575 3.1473 -2.8647
C -1.0821 4.2055 -3.5055
C -2.4487 4.1586 -3.7500
C -3.1934 3.0567 -3.3493
C -2.5761 2.0011 -2.6978
H 0.6100 3.1638 -2.6756
H -0.5039 5.0678 -3.8154
H -2.9341 4.9846 -4.2566
H -4.2585 3.0240 -3.5460
H -3.1370 1.1334 -2.3680
```

Net charge: 0
Energy relative to the best compared isomer or geometry (same formula, charge and spin) in kJ/mol: 49.48
LUMO energy (spin up / spin down) in eV: -1.381 / -1.381
Energy in eV: -70889.6374
Maximum force in eV/A: 1.13
HOMO (spin up / spin down) in eV: -8.368 / -8.370

***

Here is C28H24N8O2Ti as an isolated structure from the OMol25 dataset. Energies are from wB97M-V/def2-TZVPD.

XYZ file:
```
63
Properties=species:S:1:pos:R:3
Ti 0.1075 -0.2618 -0.3360
O -3.1879 -0.9741 -2.5290
C -2.1609 -0.4849 -2.1239
N -1.0976 -1.1724 -1.5932
C -1.2098 -2.6184 -1.5362
C 0.1179 -3.1599 -1.0993
C 0.5230 -4.4645 -1.3344
C 1.7594 -4.8756 -0.8695
C 2.5669 -3.9721 -0.1875
C 2.1099 -2.6845 -0.0120
N 0.9143 -2.2846 -0.4694
C -1.8959 0.9954 -2.1461
C -2.6773 1.8737 -2.8693
C -2.3307 3.2176 -2.8577
C -1.2300 3.6253 -2.1178
C -0.5112 2.6825 -1.4018
N -0.8406 1.3900 -1.4215
H -1.5101 -3.0270 -2.5028
H -1.9808 -2.9273 -0.8195
H -0.1276 -5.1426 -1.8697
H 2.0952 -5.8899 -1.0381
H 3.5349 -4.2582 0.1972
H 2.7018 -1.9429 0.5110
H -3.5228 1.4898 -3.4233
H -2.9096 3.9369 -3.4215
H -0.9248 4.6618 -2.0910
H 0.3343 2.9599 -0.7872
N -1.4544 3.4597 3.5742
C -1.3471 3.0962 2.2970
N -0.4296 2.3129 1.8109
C 0.5357 1.8319 2.6704
N 1.5699 1.1739 2.2392
N 1.5667 0.9127 0.8773
C 2.6915 1.1212 0.2983
C 2.8546 0.7872 -1.1134
C 4.0259 1.0470 -1.8006
C 4.0877 0.7143 -3.1497
C 2.9834 0.1382 -3.7525
C 1.8468 -0.0947 -2.9905
N 1.7823 0.2242 -1.6997
C 0.4479 2.1207 4.0978
C 1.3479 1.6048 5.0368
C 1.2175 1.9355 6.3662
C 0.1932 2.7897 6.7853
C -0.7050 3.3108 5.8785
C -0.5699 2.9683 4.5364
H -2.1882 4.0946 3.8505
H -2.1023 3.4953 1.6267
H 3.5066 1.5790 0.8522
H 4.8682 1.4979 -1.2942
H 4.9888 0.9052 -3.7167
H 2.9893 -0.1340 -4.7982
H 0.9614 -0.5498 -3.4158
H 2.1392 0.9505 4.6999
H 1.9112 1.5374 7.0936
H 0.1031 3.0461 7.8321
H -1.5001 3.9721 6.1992
C -2.8322 -0.0261 1.4808
C -1.4610 -0.1893 0.9479
O -0.6356 -0.9901 1.3886
H -3.2436 -1.0119 1.7022
H -3.4723 0.5140 0.7878
H -2.7767 0.5247 2.4227
```

Net charge: +2
Energy relative to the best compared isomer or geometry (same formula, charge and spin) in kJ/mol: 29.14
LUMO energy in eV: -6.725
Energy in eV: -68546.6574
Maximum force in eV/A: 0.41
HOMO in eV: -13.688

***

Here is one molecule with the formula C3H6N2O2S at a distorted geometry from the OMol25 dataset. Energies are from wB97M-V/def2-TZVPD.

XYZ file:
```
14
Properties=species:S:1:pos:R:3
H 2.5489 0.5618 2.0900
N 2.2757 0.9481 1.2186
C 1.2377 0.4516 0.7264
C 0.6696 1.2329 -0.5201
O -0.7597 1.2334 -0.5744
C -1.5601 0.3486 -1.0886
S -1.1851 -1.1392 -1.7205
N 0.1711 -0.3288 1.2168
O 0.4858 -1.3571 2.1864
H 1.2660 0.9086 -1.4912
H 1.0199 2.2649 -0.4462
H -2.5731 0.7661 -0.7514
H -0.2910 -0.9565 0.4571
H -0.0295 -0.8622 3.0197
```

Net charge: 0
SMILES string: [H]/N=C(/COC=S)NO
Energy relative to the best compared isomer or geometry (same formula, charge and spin) in kJ/mol: 485.32
LUMO energy in eV: -0.013
Energy in eV: -21114.8194
Maximum force in eV/A: 5.33
HOMO in eV: -9.374

***

Here is one molecule with the formula C15H21NO2S from the OMol25 dataset. Energies are from wB97M-V/def2-TZVPD.

XYZ file:
```
40
Properties=species:S:1:pos:R:3
O -1.0516 -0.4437 -0.4977
C -0.9643 0.5884 0.1343
C 0.3662 1.2750 0.4162
C 1.5340 0.3248 0.1821
C 2.8487 1.0552 0.0451
O 2.9347 2.2650 -0.0004
C 4.0360 0.2080 -0.0425
C 5.3309 0.6424 -0.1894
C 6.2614 -0.4071 -0.2476
C 5.6698 -1.6303 -0.1450
S 3.9704 -1.5254 0.0246
N -2.0231 1.2490 0.6509
C -3.4146 0.8304 0.4942
C -3.6097 -0.5643 1.1002
C -5.0811 -0.8919 1.3515
C -5.7936 -1.5653 0.1754
C -5.4093 -1.0359 -1.2083
C -5.2398 0.4823 -1.2865
C -3.8121 0.9306 -0.9814
H 0.4650 2.1273 -0.2624
H 0.3848 1.6611 1.4366
H 1.6047 -0.4067 0.9898
H 1.3488 -0.2386 -0.7379
H 5.5796 1.6864 -0.2513
H 7.3212 -0.2659 -0.3598
H 6.1384 -2.5949 -0.1592
H -1.8516 2.1261 1.1136
H -4.0133 1.5433 1.0741
H -3.0742 -0.5780 2.0532
H -3.1487 -1.3100 0.4556
H -5.6045 0.0288 1.6199
H -5.1561 -1.5591 2.2129
H -5.5820 -2.6367 0.1948
H -6.8703 -1.4470 0.3211
H -4.4780 -1.5019 -1.5329
H -6.1850 -1.3503 -1.9106
H -5.4741 0.8074 -2.3028
H -5.9446 0.9775 -0.6163
H -3.6875 1.9723 -1.2915
H -3.1156 0.3247 -1.5623
```

Net charge: 0
SMILES string: O=C(CCC(=O)c1cccs1)NC1CCCCCC1
Energy relative to the best compared isomer or geometry (same formula, charge and spin) in kJ/mol: 4.96
LUMO energy in eV: 0.179
Energy in eV: -32316.8938
Maximum force in eV/A: 0.81
HOMO in eV: -9.262

***

Question: Among the records above, which one has the highest energy?
Answer: C3H6N2O2S

***

Question: Look up the maximum force of the third one.
Answer: 0.41 eV/A